No. 1
Molecular formula: C5H10Cl
Method: DFT, ωB97M-V with the def2-TZVPD basis set

```
16
Properties=species:S:1:pos:R:3:forces:R:3
Cl 0.293062 2.701922 3.503684 0.7 0.7 0.7
H -0.419588 2.019707 2.746456 -0.7 -0.7 -0.8
C -2.080085 -0.822913 -0.496102 0.0 2.9 4.3
C -0.693355 -0.865901 -0.932800 4.3 0.9 -0.5
C 0.133615 0.553135 -1.101150 0.4 0.8 -0.9
C 1.342448 0.050889 -0.323618 0.9 -0.1 -0.5
C 0.498751 -1.119139 0.154364 1.2 -1.4 0.6
H -2.135782 -1.008009 0.640718 -0.4 -1.4 -1.7
H -2.377946 0.263002 -0.311183 -0.5 -1.0 -1.7
H -0.414916 -1.496394 -1.853370 -0.7 0.8 1.3
H 0.464800 0.813305 -2.120379 -0.8 0.1 0.2
H -0.178553 1.480307 -0.587774 -1.0 -0.6 -0.4
H 2.163161 -0.248352 -0.965035 -0.1 -0.5 -0.6
H 1.938566 0.692902 0.365097 -1.3 -0.2 0.1
H 0.368008 -0.959941 1.237667 -1.1 -0.4 -0.4
H 1.097815 -2.054514 0.043432 -0.9 0.2 0.2
```
Positions in Å, forces in eV/Å.

Its HOMO energy (spin up / spin down) is -9.326 / -9.968 eV. The calculation puts the total energy at -656.53232 a.u. The HOMO-LUMO gap (spin up / spin down) is 10.1055 / 9.3711 eV. As for the charge: 0. The value obtained for the energy above the lowest of the compared OMol25 structures with the same formula, charge and spin is 2.567 eV. As for the LUMO energy (spin up / spin down): 0.7791 / -0.5971 eV. As for the spin multiplicity: 2. For the molar mass, the calculation gives 105.59 u. The expectation value of S² is 0.754.

***

No. 2
Molecular formula: C4H5NO2
Method: DFT, ωB97M-V with the def2-TZVPD basis set

```
12
Properties=species:S:1:pos:R:3:forces:R:3
O 2.177906 0.620413 1.886175 -0.1 -0.4 -0.5
C 2.116948 0.081468 0.813125 0.1 0.1 0.5
C 0.917429 0.184360 -0.128826 -0.1 0.1 -0.5
O 1.176133 0.321267 -1.304507 0.1 -0.1 0.4
N -0.368357 0.274414 0.419261 0.2 0.3 -0.2
C -1.343420 -0.777522 0.088275 -0.2 -0.3 0.0
C -1.405472 0.527365 -0.588440 -0.2 0.1 -0.1
H 2.973928 -0.440269 0.343943 -0.1 0.1 0.1
H -2.046145 -1.023077 0.877264 0.2 0.0 0.0
H -0.985612 -1.618698 -0.501686 0.0 0.1 0.1
H -1.099153 0.567148 -1.631436 0.0 0.0 0.3
H -2.114183 1.283127 -0.273146 -0.1 -0.2 0.0
```
Positions in Å, forces in eV/Å.

Its HOMO energy is -10.025 eV. The calculation puts the total energy at -360.58780 a.u. The HOMO-LUMO gap is 9.8379 eV. As for the charge: 0. The value obtained for the energy above the lowest of the compared OMol25 structures with the same formula, charge and spin is 2.221 eV. As for the LUMO energy: -0.1866 eV. For the molar mass, the calculation gives 99.09 u.

***

No. 3
Molecular formula: C3H2BrNO2
Method: DFT, ωB97M-V with the def2-TZVPD basis set

```
9
Properties=species:S:1:pos:R:3:forces:R:3
C -1.410041 -1.039268 0.047847 -0.2 0.5 -0.4
C -1.392894 1.060345 0.059612 -0.6 -2.3 -0.9
C -0.299256 0.041921 -0.074764 1.9 -2.5 -1.5
N -2.329584 -0.023875 0.056186 -1.9 1.6 0.5
O -1.574707 -2.208532 0.016674 0.5 -0.8 0.1
O -1.543563 2.212477 0.017561 -0.2 2.1 0.3
Br -4.202703 -0.004539 -0.014311 0.8 -0.1 0.1
H 0.456254 -0.095393 0.711194 0.0 0.5 -0.5
H 0.094499 -0.142882 -1.174519 -0.4 1.0 2.3
```
Positions in Å, forces in eV/Å.

Its HOMO energy is -10.430 eV. The calculation puts the total energy at -2894.72744 a.u. The HOMO-LUMO gap is 10.2770 eV. As for the charge: 0. The value obtained for the energy above the lowest of the compared OMol25 structures with the same formula, charge and spin is 0.561 eV. As for the LUMO energy: -0.1529 eV. For the molar mass, the calculation gives 163.96 u.

***

No. 4
Molecular formula: C20H27N3O3
Method: DFT, ωB97M-V with the def2-TZVPD basis set

```
53
Properties=species:S:1:pos:R:3:forces:R:3
C -7.278224 0.304174 0.586601 0.0 -0.1 -0.2
H -7.275423 -0.305805 1.487460 0.0 0.0 0.1
H -6.767113 1.238974 0.803741 0.0 0.1 0.1
H -8.308957 0.524653 0.318898 -0.1 0.1 0.0
C -6.573976 -0.430191 -0.555876 0.0 0.1 0.2
C -5.151739 -0.733663 -0.181930 0.1 -0.2 -0.1
C -4.171876 0.232117 -0.365563 0.0 0.1 -0.1
C -2.859820 -0.016285 0.014676 -0.3 -0.1 0.0
C -2.527500 -1.243485 0.583392 0.0 0.0 0.0
C -3.502633 -2.203901 0.768050 0.1 0.0 0.0
C -4.809851 -1.951889 0.390074 -0.1 0.0 0.0
H -5.567614 -2.707443 0.537207 -0.1 -0.1 0.0
H -3.240413 -3.154282 1.209228 0.0 -0.1 0.0
H -1.505918 -1.442621 0.878470 0.1 0.0 0.0
N -1.831978 0.922630 -0.146778 0.3 -0.3 0.2
C -1.883898 2.163518 -0.683682 0.5 0.1 0.1
O -2.870420 2.704811 -1.124877 -0.2 0.2 -0.1
C -0.534813 2.901772 -0.704893 -0.2 0.2 -0.1
N 0.583952 2.187417 -0.146568 -0.3 0.2 0.0
C 1.369709 1.303787 -0.833604 0.2 0.0 0.1
O 1.226569 0.979041 -1.983947 0.0 -0.1 -0.2
C 2.446851 0.821724 0.141988 0.2 -0.2 -0.1
N 2.132109 1.612916 1.313913 0.3 -0.1 0.1
C 1.066731 2.427051 1.155529 0.0 0.0 0.1
O 0.589518 3.203123 1.937663 -0.2 0.3 0.2
H 2.697034 1.626559 2.144858 -0.1 0.1 0.0
C 3.823513 1.184290 -0.439853 0.0 0.0 0.0
H 3.827330 0.927498 -1.500098 0.0 0.0 0.0
C 5.046688 0.565226 0.244008 0.0 0.1 -0.3
H 4.870003 0.465660 1.316724 0.1 0.0 0.1
C 5.533389 -0.775172 -0.327265 0.0 -0.1 0.4
H 6.612821 -0.814529 -0.164801 0.0 0.0 -0.1
H 5.373984 -0.795347 -1.405885 0.1 0.0 -0.1
C 4.930905 -2.032461 0.309134 0.0 -0.1 -0.2
H 5.685619 -2.822283 0.295302 0.0 0.0 0.1
C 3.688931 -2.600465 -0.384446 0.0 0.1 0.1
C 2.587961 -1.592449 -0.716929 0.1 -0.2 0.1
H 2.885761 -0.994471 -1.574769 0.0 0.0 -0.1
H 1.702245 -2.148759 -1.027188 0.0 0.1 -0.1
C 2.233743 -0.669153 0.453659 0.0 0.1 -0.4
H 2.833330 -0.918518 1.327979 0.0 0.0 0.1
H 1.187986 -0.802404 0.743483 0.0 0.0 0.1
H 3.994766 -3.077517 -1.317781 0.0 -0.1 0.0
H 3.277597 -3.382250 0.259151 0.0 -0.1 0.0
H 4.720049 -1.833099 1.361901 0.0 0.0 0.1
H 5.863395 1.280604 0.125793 0.0 0.0 0.1
H 3.900082 2.273789 -0.379678 -0.1 0.0 -0.1
H -0.317049 3.145989 -1.748847 -0.1 0.0 0.1
H -0.659557 3.828502 -0.137004 0.0 -0.1 -0.1
H -0.928366 0.602904 0.174258 -0.2 0.2 -0.1
H -4.424510 1.181089 -0.808293 0.0 0.1 0.0
H -7.107359 -1.357654 -0.773382 0.0 0.0 -0.1
H -6.593541 0.196286 -1.449198 0.0 -0.1 -0.1
```
Positions in Å, forces in eV/Å.

Its HOMO energy is -8.512 eV. The calculation puts the total energy at -1168.39324 a.u. The HOMO-LUMO gap is 9.0615 eV. As for the charge: 0. The value obtained for the energy above the lowest of the compared OMol25 structures with the same formula, charge and spin is 0.566 eV. As for the LUMO energy: 0.5496 eV. For the molar mass, the calculation gives 357.45 u.